No. 1
{"formula": "C2H5LiO", "method": "ωB97M-V/def2-TZVPD", "de_lowest_kcal_mol": 0.0, "e_tot_ha": -161.916313, "species": ["H", "O", "H", "Li", "C", "H", "H", "H", "C"], "positions_angstrom": [[1.17, -1.34, 0.04], [-0.29, 0.05, -1.19], [-0.49, -1.58, 0.19], [-0.61, 1.53, -0.14], [0.25, -0.77, 0.20], [1.47, 0.48, 1.48], [-0.47, -0.56, -1.90], [-0.13, -0.01, 2.18], [0.42, 0.22, 1.26]], "mulliken_charge": [0.2517, -0.7213, 0.2593, 0.7395, 0.1681, 0.1566, 0.2400, 0.1789, -1.2727]}

***

No. 2
{"formula": "C51H61ClF6NO", "method": "ωB97M-V/def2-TZVPD", "e_tot_ha": -3168.848076, "charge": 1, "species": ["H", "F", "C", "H", "C", "H", "C", "H", "C", "H", "C", "F", "H", "C", "H", "C", "H", "H", "H", "H", "H", "H", "H", "C", "H", "H", "C", "F", "H", "H", "C", "H", "C", "H", "H", "C", "C", "H", "C", "C", "F", "C", "H", "C", "C", "H", "H", "N", "C", "H", "C", "H", "H", "H", "H", "H", "H", "H", "C", "C", "H", "H", "C", "Cl", "C", "H", "C", "C", "H", "F", "H", "H", "C", "O", "H", "C", "C", "C", "C", "H", "C", "C", "H", "C", "H", "H", "C", "C", "H", "H", "H", "H", "H", "H", "H", "H", "C", "H", "C", "C", "C", "H", "C", "H", "H", "H", "C", "H", "C", "H", "C", "C", "C", "C", "C", "C", "H", "F", "C", "H", "C"], "positions_angstrom": [[-4.90, -6.18, 4.57], [-0.14, 1.64, 3.35], [-5.73, -5.90, 5.20], [-8.73, -4.81, 7.41], [0.63, -3.72, 6.63], [-0.26, -3.60, -4.66], [-1.89, 0.41, 4.33], [2.89, -1.08, 4.89], [-1.85, -7.13, 4.30], [-0.59, 3.65, 1.07], [-0.94, 0.57, 3.34], [-0.42, -1.47, -6.14], [-6.05, -7.87, 6.00], [2.26, -1.83, 5.37], [-0.76, -6.06, 5.84], [6.68, 2.31, -3.54], [2.84, 0.49, -6.47], [0.68, 2.15, 1.22], [2.51, 7.26, -3.67], [0.97, 2.74, -1.55], [0.06, -4.38, -9.56], [-0.71, 2.08, -0.06], [4.83, 2.88, -2.32], [-0.80, -0.38, 2.33], [-3.48, -0.83, 5.09], [-2.71, 9.67, 0.90], [-2.77, -8.15, 4.05], [-1.65, -7.34, 7.92], [-1.42, -6.56, 3.48], [3.96, 0.34, -2.48], [-0.18, -2.92, -7.99], [0.78, -0.20, -5.31], [2.13, 1.26, -5.91], [3.84, 6.31, -1.87], [3.72, 5.19, -5.06], [1.73, -3.19, 7.30], [2.54, -2.25, 6.67], [-4.25, 7.93, -2.70], [-6.16, -4.57, 5.21], [-1.55, 6.99, -0.85], [-0.70, -3.81, 4.68], [-2.01, -7.60, 6.66], [2.43, 5.57, 0.22], [-2.59, -1.66, 3.31], [-2.92, -8.62, 6.41], [-2.42, 6.23, -2.67], [-1.98, 1.16, 5.11], [1.26, 0.64, -4.85], [2.90, 5.61, -2.07], [0.46, 1.29, -4.59], [-7.23, -4.17, 6.00], [2.82, 1.84, -2.30], [3.24, 4.49, -2.17], [-0.02, -4.45, 7.10], [4.82, 1.02, -4.80], [-0.76, 6.24, -0.83], [1.50, 6.89, -0.78], [6.93, 1.87, -4.61], [7.73, 3.47, -3.04], [1.86, 5.76, -0.78], [3.66, 3.08, -6.10], [0.93, -2.05, 3.68], [-1.62, -1.50, 2.32], [7.82, 4.95, -4.17], [-3.51, 7.93, -1.91], [-3.33, -9.19, 7.24], [-7.89, -5.11, 6.79], [-3.31, -8.89, 5.10], [5.08, 3.93, -3.93], [-4.55, 9.80, -0.92], [1.00, 3.58, -5.14], [-3.24, -2.54, 3.30], [4.11, 1.79, -4.24], [0.72, 4.85, -0.97], [-0.90, 7.95, 0.96], [1.16, -2.36, 4.69], [-2.73, -0.71, 4.32], [-2.49, 6.98, -1.89], [2.00, 0.09, -3.65], [1.20, 0.02, -2.77], [5.11, 2.84, -3.46], [0.04, -5.29, -7.60], [-4.03, -9.68, 4.89], [-7.46, -6.44, 6.79], [-1.51, -2.25, 1.53], [0.16, -6.30, -7.99], [0.36, -3.30, 5.33], [-3.57, 8.89, -0.90], [-7.54, -3.13, 6.00], [1.82, 3.43, -3.44], [8.79, 2.98, -2.96], [-3.06, -8.37, 3.02], [2.16, 3.41, -0.20], [0.00, -5.92, -5.54], [1.96, -3.52, 8.31], [1.04, 6.09, -3.34], [0.01, 2.81, 0.52], [7.38, 3.82, -1.97], [2.05, 3.62, -4.57], [3.04, 2.51, -5.27], [2.22, 6.15, -3.47], [-0.24, -2.07, -8.66], [-1.47, -6.85, 5.62], [6.77, 1.41, -2.79], [2.00, 5.62, -5.71], [1.47, 1.76, -6.78], [-0.02, -4.22, -8.49], [-7.98, -7.18, 7.41], [-0.05, -5.08, -6.23], [-0.05, -0.23, 1.56], [-2.64, 8.91, 0.13], [-0.27, -2.72, -6.62], [3.21, 1.04, -3.09], [1.05, 3.46, -0.61], [2.59, 5.18, -4.77], [-6.38, -6.84, 6.00], [3.40, -1.83, 7.20], [-5.53, -3.67, 4.45], [-1.62, 7.95, 0.16], [2.42, -1.00, -3.78], [-0.20, -3.79, -5.73]], "mulliken_charge": [0.3915, -0.3430, -0.2309, 0.3612, -0.2575, 0.3943, -0.4504, 0.3684, -0.4736, 0.2275, 0.4382, -0.4151, 0.3169, -0.4901, 0.2287, -0.7031, 0.4213, 0.1521, 0.3716, -0.5428, 0.3671, 0.3253, 0.2096, -0.3694, 0.4277, 0.4113, -0.4888, -0.3028, 0.3530, 0.4590, -0.4163, 0.1216, -1.0658, 0.4666, 0.3365, -0.5975, -0.4638, 0.4004, 0.3241, 0.1018, -0.1718, 0.3942, 0.3258, -0.4674, -0.3869, 0.3817, 0.4313, 0.1319, 0.5531, 0.5169, -0.4834, -0.1398, -0.7282, 0.4955, 0.5095, 0.4433, 0.3352, 0.3047, -0.4596, -0.7036, 0.4854, 0.4327, -0.5209, -0.2088, -0.3734, 0.4443, -0.4042, -0.4604, -0.1901, -0.3067, 0.4169, 0.5370, 0.1369, -0.4040, 0.3908, -0.3184, -0.5086, -0.6460, -0.7953, 0.3354, -0.0621, -0.4766, 0.3972, -0.5997, 0.3322, 0.3722, 0.3483, 0.2344, 0.4059, -0.6032, 0.3715, 0.3699, 0.2422, 0.3644, 0.3773, 0.0789, -0.7903, 0.2919, 0.4693, -0.2335, -0.4575, 0.3999, -0.1647, 0.2885, 0.3474, 0.3917, -0.4075, 0.3652, -0.4032, 0.5103, -0.3840, 0.4457, -0.4091, 0.4373, -0.9764, -0.1941, 0.3644, -0.2391, -0.5196, 0.3265, -0.3013]}

***

No. 3
{"formula": "C40H54F9N2O28PS3Si2", "method": "ωB97M-V/def2-TZVPD", "e_tot_ha": -6786.771529, "species": ["O", "O", "C", "C", "H", "C", "H", "O", "S", "H", "F", "C", "H", "N", "O", "C", "C", "C", "C", "C", "H", "H", "C", "C", "H", "C", "Si", "C", "C", "H", "H", "H", "O", "H", "F", "H", "H", "C", "O", "O", "C", "H", "O", "O", "O", "C", "H", "H", "O", "O", "H", "H", "H", "C", "H", "H", "C", "C", "C", "H", "C", "H", "P", "C", "H", "H", "S", "F", "O", "H", "O", "H", "O", "H", "O", "S", "C", "H", "O", "F", "H", "O", "H", "O", "C", "F", "H", "C", "C", "O", "H", "O", "H", "H", "H", "F", "N", "H", "C", "O", "O", "H", "H", "H", "H", "H", "H", "C", "C", "H", "H", "H", "F", "H", "O", "C", "H", "C", "C", "H", "O", "H", "O", "C", "Si", "F", "H", "H", "H", "O", "O", "C", "C", "C", "C", "F", "C", "H", "C"], "positions_angstrom": [[7.57, -4.16, 0.65], [-0.35, 4.92, -3.49], [6.24, -4.28, 1.14], [-2.11, 3.41, 3.50], [-1.60, 3.99, -4.87], [5.64, -2.94, 0.75], [-0.74, -6.65, 0.78], [-0.96, 1.63, -7.17], [-3.40, 3.81, 0.53], [0.52, 5.43, 2.24], [-3.72, 5.97, -1.93], [-6.00, 3.16, 3.64], [-3.29, 5.22, 3.05], [-1.34, 6.62, 1.12], [-1.05, -3.67, -1.09], [-1.64, -2.03, -2.57], [10.90, -6.70, 3.90], [-1.59, 4.26, -3.81], [1.51, -5.45, -0.31], [2.97, 0.73, -3.31], [9.45, -5.22, 2.05], [2.93, 1.07, 0.82], [-6.41, -4.34, 0.68], [9.81, -7.39, 2.04], [1.50, 0.63, -1.70], [0.51, 4.00, -3.02], [-1.65, 3.47, 1.69], [1.38, 1.93, 2.88], [-0.97, -0.02, 3.22], [-4.36, 5.31, 5.32], [-0.99, -0.34, -7.84], [-6.86, -5.92, 2.09], [-2.71, -2.96, -2.40], [4.20, 1.84, 1.75], [5.63, -5.31, 0.51], [-2.32, 6.37, 1.26], [-3.13, 0.61, -8.65], [-5.21, -3.69, 2.46], [-5.35, 8.39, -0.11], [1.65, 4.19, -2.75], [-6.02, -5.56, 1.50], [2.02, 1.15, 3.30], [6.78, -2.08, 0.82], [-3.12, -4.51, -0.81], [-5.56, 10.01, -1.67], [2.28, 2.83, 2.00], [1.04, 2.52, 3.72], [-5.62, -6.37, 0.90], [1.21, -6.00, 0.89], [1.11, -6.26, -1.32], [-1.84, -1.14, -1.97], [-2.83, 7.47, -0.95], [9.99, -7.35, 0.97], [1.33, -0.99, 1.20], [6.26, -4.47, 2.21], [-4.39, 6.80, 0.82], [-3.82, 7.14, -1.26], [-0.46, -2.82, -2.08], [3.08, 3.77, 2.93], [-5.80, -4.18, -0.21], [0.63, -7.48, -0.74], [-2.18, 5.41, 4.38], [-0.44, 5.31, 1.21], [3.30, 2.04, 1.17], [-1.47, -0.11, -6.15], [-1.04, 0.53, 4.16], [2.08, -2.27, 1.73], [-2.12, 1.96, -3.50], [-4.60, -2.97, 3.17], [-5.64, 6.36, -0.36], [11.05, -7.42, 2.76], [-1.57, -1.30, 0.97], [9.68, -6.08, 3.90], [0.30, 5.11, 0.02], [-4.40, 8.12, -2.11], [-3.56, 0.03, 0.35], [-4.01, 4.38, 4.88], [-3.63, 3.72, 5.66], [0.93, -0.38, -5.76], [-1.52, -1.70, -3.87], [9.22, -8.27, 2.29], [11.70, -6.62, 4.76], [-2.44, 4.90, -3.59], [0.87, -0.16, -3.52], [-2.86, 4.71, 3.91], [7.82, -6.24, 2.64], [-0.41, -0.92, 3.44], [-1.95, 2.52, -7.01], [7.89, -2.84, 0.68], [9.00, -2.42, 0.59], [2.87, 1.82, -3.35], [-0.12, 2.80, -2.87], [-2.66, -1.27, 3.52], [-0.02, -3.43, -2.87], [0.31, -2.20, -1.64], [-7.71, -4.36, 0.33], [0.68, -0.06, 0.80], [4.86, -2.61, 1.43], [-5.15, 8.95, -1.33], [-3.17, 1.90, -7.05], [2.79, 0.19, -4.61], [1.43, -8.22, -0.74], [3.55, 2.61, 0.28], [5.25, -2.96, -0.27], [3.29, 3.27, 3.87], [4.04, 3.98, 2.47], [-1.90, 3.17, -1.93], [-2.96, 0.60, -7.57], [0.28, -7.04, 0.66], [-6.70, 2.61, 3.06], [-1.24, 3.35, 4.15], [-3.15, 0.29, 2.99], [-3.84, -0.26, -7.00], [2.22, -0.94, -2.14], [-0.96, 2.07, 1.10], [-1.53, 0.31, -7.16], [-2.76, 2.57, 3.73], [-2.53, -1.04, 1.41], [1.48, -0.14, -4.73], [-2.70, 0.77, -0.37], [-1.79, 3.68, -6.86], [1.70, 3.44, 1.31], [2.04, -4.40, -0.46], [-5.11, 3.76, 4.17], [-0.03, 1.06, 2.02], [4.21, 0.41, -2.86], [2.59, 4.73, 3.07], [-3.10, -1.96, 1.47], [-4.41, 3.22, 1.18], [-5.02, -5.03, 2.37], [-6.19, -3.29, 1.60], [-1.51, 3.04, -2.93], [1.88, 0.03, -2.52], [-2.37, -3.78, -1.38], [9.18, -6.13, 2.59], [0.48, -8.03, 1.57], [-4.84, 7.06, -0.14], [-0.22, -7.86, -1.30], [-2.40, -0.47, 2.83]], "mulliken_charge": [-0.2994, -0.3887, 0.4058, -0.1672, -0.3822, -0.0202, 0.2280, -0.2828, -0.1147, -0.1155, -0.2792, -0.3554, -0.1500, -0.7969, -0.2079, 1.0711, 0.6172, 0.6736, 0.7111, 0.5059, 0.2598, 0.1190, 0.5299, -0.4850, -0.3860, 0.2486, -0.3371, -1.0317, -0.7679, 0.4285, 0.3537, 0.3056, -0.3563, 0.4723, -0.3198, 0.0790, 0.2919, 0.7182, -0.3665, -0.5484, -0.5010, 0.5995, -0.3039, -0.5644, -0.4973, 1.7604, 0.6577, 0.2925, -0.3109, -0.3147, -0.2271, 0.3714, 0.2799, -0.0227, 0.3380, 0.0221, 0.3333, 0.0857, -1.7830, 0.1223, -0.5019, 0.3920, 0.7108, -1.6059, -0.1626, 0.5736, -0.3590, -0.2195, -0.5273, 0.2418, -0.3134, -0.3924, -0.3309, 0.0004, -0.3624, -0.0773, -1.0823, 0.3577, -0.5157, -0.3226, 0.2740, -0.4873, 0.1207, 0.0323, -0.0715, -0.3082, 0.6736, 0.7044, 0.5940, -0.5273, 0.2322, 0.2281, 0.4599, 0.4677, -0.4627, -0.3046, 0.6822, -0.1079, 0.5229, -0.3162, -0.3873, 0.3107, 0.3892, 0.2089, 0.3888, 0.4823, -0.8445, 0.2388, 0.3859, 0.4411, 0.5491, 0.2577, -0.2853, 0.2925, 0.2575, 0.0804, 0.3231, 0.5579, 0.4057, -0.0889, -0.6341, -0.4980, -0.4249, -0.0082, -1.2846, -0.2968, 0.3222, -0.0948, -0.0383, -0.3236, -0.2921, 1.1040, 0.1920, 0.4371, 0.4831, -0.3040, 0.0073, 0.2834, -0.7006]}

***

No. 4
{"formula": "C2Cl2F2", "method": "ωB97M-V/def2-TZVPD", "de_lowest_kcal_mol": 5.2, "e_tot_ha": -1196.280880, "species": ["F", "Cl", "F", "C", "C", "Cl"], "positions_angstrom": [[1.05, 0.97, 1.05], [-0.27, 1.41, -1.62], [-1.25, -0.85, -0.94], [-0.44, 0.05, -0.51], [0.29, -0.02, 0.59], [0.43, -1.49, 1.53]], "mulliken_charge": [-0.1959, -0.1443, -0.1898, 0.3420, 0.3299, -0.1418]}

***

Looking at lowest unoccupied orbital energy for the records above, in order, we have -0.04 -2.75 -0.01 0.73 eV.
Looking at orbital gap for the records above, in order, we have 0.25689 0.27675 0.34333 0.38589 hartree.
Looking at E_HOMO for the records above, in order, we have -7.0 -10.3 -9.3 -9.8 eV.